Here is a structure of composition C27H41Cl3MnN3O3Si from OMol25. Energies are from ωB97M-V/def2-TZVPD.

orbital gap (alpha / beta) = 6.870 / 8.698 eV
E = -4264.66546 Ha
HOMO level (alpha / beta) = -8.62 / -8.62 eV
M = 645.026 g/mol

The geometry in ORCA input format:
```
! RIJCOSX wB97M-V def2-TZVPD def2/J DEFGRID3
* xyz 0 5
C -0.397 7.526 3.225
C -0.877 8.614 2.305
H 0.536 7.816 3.723
H -0.229 6.593 2.664
H -1.124 7.302 4.025
C -0.474 9.892 2.364
C 0.403 10.436 3.437
H -0.797 10.607 1.608
H 1.221 9.745 3.690
H -0.158 10.642 4.363
H 0.846 11.389 3.126
Mn -0.114 0.203 0.149
Cl -1.829 -1.087 0.821
Cl 0.043 2.169 1.300
C -2.421 1.435 -0.897
O -1.230 1.168 -1.220
N -3.228 2.110 -1.696
C -2.803 2.503 -3.036
C -4.588 2.461 -1.297
H -2.804 1.083 0.070
H -1.912 1.941 -3.324
H -2.578 3.578 -3.066
H -3.628 2.310 -3.730
H -4.780 1.988 -0.326
H -5.308 2.098 -2.045
H -4.700 3.551 -1.195
H 3.929 2.100 1.964
H 2.333 3.710 0.521
C 4.302 1.684 1.014
C 3.018 3.376 -0.271
N 3.394 1.987 -0.077
H 4.379 0.593 1.101
C 2.728 1.017 -0.726
O 1.777 1.215 -1.495
H 2.515 3.481 -1.235
H 3.057 -0.010 -0.500
H 5.295 2.118 0.816
H 3.918 3.999 -0.231
O -1.079 7.666 0.116
C -1.841 8.160 1.214
C -2.547 10.100 -0.301
C -2.810 9.250 0.773
H -1.638 9.941 -0.889
C -3.446 11.133 -0.605
H -2.441 7.341 1.638
C -3.980 9.421 1.530
H -3.241 11.770 -1.466
C -4.592 11.338 0.174
C -4.852 10.480 1.254
H -4.158 8.709 2.344
H -5.291 12.147 -0.064
H -5.744 10.617 1.874
Si -1.335 6.419 -0.969
Cl 1.452 -0.872 1.301
C -0.427 6.943 -2.518
C -3.179 6.325 -1.316
C -0.619 4.859 -0.260
H -0.649 7.992 -2.762
H -0.725 6.323 -3.377
H 0.661 6.852 -2.392
H 0.448 4.994 -0.023
H -0.698 4.003 -0.945
H -1.119 4.570 0.675
H -3.573 7.326 -1.550
H -3.734 5.946 -0.446
H -3.392 5.669 -2.173
N 0.256 -1.561 -1.393
C 0.464 -2.709 -1.420
C 0.705 -4.110 -1.443
C 1.131 -4.742 -2.620
C 1.348 -6.123 -2.632
C 1.142 -6.879 -1.467
C 0.722 -6.247 -0.286
C 0.508 -4.863 -0.278
H 1.282 -4.136 -3.514
H 1.677 -6.608 -3.559
H 1.313 -7.959 -1.477
H 0.556 -6.819 0.633
H 0.185 -4.337 0.621
*
```